No. 1
5 unconnected molecules or ions with the total composition C27H64BClN4O8 in a non-equilibrium geometry, computed with ωB97M-V with the def2-TZVPD basis set.

```
! RIJCOSX wB97M-V def2-TZVPD def2/J DEFGRID3
* xyz 0 1
C 1.799 -2.939 1.035
C 1.868 -2.216 -0.300
C 2.381 -0.811 -0.208
Cl 2.364 -0.196 -1.895
B 1.500 0.208 0.642
C 1.963 1.678 1.031
C 3.446 2.020 0.958
C 3.792 2.768 -0.346
C 4.909 2.277 -1.190
O 4.836 2.409 -2.339
O 5.961 1.685 -0.644
C 0.053 -0.146 1.160
C -0.015 -0.256 2.672
O 0.170 -1.582 3.160
C 1.140 -1.704 4.046
C 0.801 -2.495 5.239
O 2.196 -1.244 3.894
H 0.782 -3.001 1.340
H 2.398 -2.487 1.794
H 2.104 -3.951 0.898
H 2.557 -2.756 -0.916
H 0.937 -2.261 -0.820
H 3.386 -0.822 0.169
H 1.446 2.361 0.382
H 1.568 1.858 2.010
H 3.639 2.741 1.725
H 4.085 1.184 1.155
H 4.000 3.791 -0.119
H 2.957 2.753 -0.998
H 5.946 1.814 0.309
H -0.551 0.707 0.908
H -0.389 -0.981 0.650
H -0.994 0.046 2.974
H 0.662 0.443 3.109
H 1.648 -3.015 5.609
H 0.020 -3.195 5.050
H 0.447 -1.823 5.997
C -6.722 -0.370 1.286
C -5.675 -0.449 2.390
C -4.955 0.878 2.654
O -3.972 1.223 1.697
C -4.470 1.833 0.521
N -4.734 -1.531 2.076
H -6.275 -0.356 0.292
H -7.377 -1.239 1.329
H -7.344 0.521 1.396
H -6.197 -0.714 3.310
H -4.414 0.783 3.600
H -5.670 1.701 2.782
H -5.335 2.468 0.731
H -4.732 1.086 -0.231
H -3.675 2.452 0.108
H -4.097 -1.656 2.858
H -4.132 -1.207 1.323
C -9.903 -1.554 7.183
C -10.132 -0.893 5.827
C -8.994 -1.130 4.825
O -7.833 -0.354 5.052
C -6.952 -0.869 6.033
N -10.395 0.533 6.035
H -9.184 -1.007 7.791
H -10.835 -1.588 7.744
H -9.546 -2.579 7.067
H -11.031 -1.340 5.394
H -9.350 -0.832 3.836
H -8.735 -2.195 4.760
H -6.939 -1.962 6.033
H -7.210 -0.502 7.029
H -5.949 -0.509 5.798
H -10.652 0.957 5.148
H -9.513 0.977 6.272
C 4.534 3.642 -7.574
C 4.091 3.015 -6.254
C 2.623 3.288 -5.903
O 2.354 4.590 -5.416
C 2.201 5.583 -6.409
N 4.998 3.452 -5.189
H 4.702 4.715 -7.484
H 5.474 3.198 -7.901
H 3.794 3.475 -8.360
H 4.190 1.941 -6.358
H 2.343 2.613 -5.090
H 1.962 3.055 -6.750
H 1.725 5.183 -7.310
H 3.161 6.036 -6.669
H 1.564 6.366 -5.998
H 4.769 2.957 -4.325
H 4.764 4.419 -4.985
C 7.576 -3.387 -3.099
C 7.189 -3.676 -4.546
C 6.421 -2.531 -5.218
O 5.063 -2.423 -4.832
C 4.840 -1.734 -3.608
N 6.448 -4.940 -4.595
H 6.729 -3.484 -2.420
H 8.336 -4.093 -2.767
H 7.985 -2.380 -2.994
H 8.116 -3.809 -5.110
H 6.402 -2.725 -6.294
H 6.936 -1.571 -5.079
H 5.561 -0.929 -3.456
H 4.878 -2.432 -2.766
H 3.832 -1.303 -3.620
H 6.279 -5.188 -5.565
H 5.519 -4.762 -4.223
*
```

Calculated values
SMILES   CC[C@@H](Cl)B(CCCC(=O)O)CCOC(C)=O.COC[C@@H](C)N.COC[C@@H](C)N.COC[C@@H](C)N.COC[C@@H](C)N
Maximum force   4.57 eV/Å
DFT total energy   -2373.0443 Eh

***

No. 2
A molecular structure, C27H65BeClN5O7 in a non-equilibrium geometry, computed with ωB97M-V with the def2-TZVPD basis set.

```
! RIJCOSX wB97M-V def2-TZVPD def2/J DEFGRID3
* xyz 3 1
Be 2.859 1.883 -4.540
N 3.097 -1.500 -0.167
H 3.651 -0.668 -0.316
H 3.050 -1.712 0.820
H 3.346 -2.275 -0.764
H 2.145 -1.236 -0.376
N -2.678 1.520 -4.524
H -2.827 0.779 -5.194
H -3.585 1.839 -4.215
H -2.205 2.238 -5.054
H -2.092 1.237 -3.752
Cl 0.396 0.838 -2.142
O 0.668 -0.124 -1.087
O -0.951 1.217 -2.221
O 1.236 2.014 -2.047
O 0.899 0.278 -3.371
C 0.402 5.017 -0.884
C -0.587 5.017 0.386
C -0.409 3.660 1.172
C 0.922 3.546 2.069
C 1.040 4.740 2.992
C 0.787 6.099 2.354
N -0.325 6.141 1.392
O -0.649 7.387 0.909
C 0.446 7.187 3.508
C 2.071 6.508 1.670
C -2.046 5.047 -0.187
H 0.658 6.024 -1.211
H -0.018 4.405 -1.683
H 1.424 4.722 -0.648
H -1.233 3.554 1.878
H -0.307 2.872 0.425
H 1.771 3.285 1.438
H 0.731 2.652 2.663
H 1.941 4.842 3.597
H 0.275 4.594 3.754
H -0.458 7.038 4.099
H 1.181 7.175 4.313
H 0.384 8.208 3.131
H 2.053 7.482 1.182
H 2.845 6.476 2.437
H 2.331 5.911 0.795
H -2.174 4.338 -1.005
H -2.210 6.030 -0.627
H -2.797 4.984 0.600
H -1.523 7.542 1.276
C 1.390 -4.817 -3.381
C 1.773 -4.619 -1.865
C 1.740 -5.974 -1.116
C 2.929 -6.866 -1.327
C 4.174 -6.045 -0.858
C 4.302 -4.761 -1.711
N 3.050 -4.000 -1.782
O 3.211 -2.801 -2.553
C 5.405 -3.904 -0.925
C 4.917 -5.181 -3.137
C 0.692 -3.730 -1.251
H 0.346 -5.058 -3.582
H 2.121 -5.456 -3.875
H 1.556 -3.954 -4.024
H 1.646 -5.865 -0.036
H 0.865 -6.535 -1.444
H 2.976 -7.188 -2.367
H 2.776 -7.811 -0.807
H 5.121 -6.567 -0.997
H 4.120 -5.858 0.215
H 5.282 -3.817 0.154
H 6.395 -4.303 -1.149
H 5.570 -2.929 -1.383
H 4.836 -4.388 -3.881
H 5.986 -5.352 -3.012
H 4.354 -5.965 -3.644
H 1.010 -3.371 -0.272
H -0.206 -4.293 -0.997
H 0.382 -2.940 -1.935
H 3.322 -3.136 -3.446
C -3.512 1.531 2.014
C -3.598 0.197 2.814
C -5.089 -0.280 2.665
C -5.523 -0.973 1.401
C -4.570 -2.122 1.133
C -3.044 -1.680 1.034
N -2.702 -0.790 2.170
O -1.303 -0.489 2.104
C -2.285 -3.026 1.199
C -2.914 -0.954 -0.332
C -3.129 0.341 4.321
H -4.084 2.356 2.438
H -3.739 1.455 0.951
H -2.442 1.740 2.008
H -5.331 -1.026 3.422
H -5.679 0.599 2.925
H -5.348 -0.230 0.622
H -6.576 -1.223 1.530
H -4.940 -2.652 0.255
H -4.698 -2.844 1.939
H -2.473 -3.698 0.361
H -1.211 -2.851 1.245
H -2.478 -3.569 2.125
H -1.883 -0.632 -0.482
H -3.270 -1.471 -1.223
H -3.493 -0.033 -0.396
H -2.986 -0.663 4.718
H -3.901 0.896 4.855
H -2.150 0.798 4.464
H -1.228 -0.037 1.261
*
```

Calculated values
Maximum force   5.90 eV/Å
DFT total energy   -2341.5260 Eh

***

No. 3
A molecular structure, C27H67AgN10O9 in a non-equilibrium geometry, computed with ωB97M-V with the def2-TZVPD basis set.

```
! RIJCOSX wB97M-V def2-TZVPD def2/J DEFGRID3
* xyz 0 3
Ag 3.322 2.843 -1.633
C -0.911 1.036 -2.119
C -0.104 2.223 -1.662
C -0.735 2.849 -0.365
O 1.201 1.845 -1.294
H -1.680 1.476 -2.755
H -1.301 0.463 -1.278
H -0.372 0.342 -2.764
H -0.140 2.965 -2.460
H -0.510 2.162 0.450
H -1.802 2.970 -0.553
H -0.353 3.865 -0.265
C 3.184 -5.342 -2.728
C 2.862 -3.861 -2.511
C 2.357 -3.242 -3.859
C 0.955 -3.657 -4.277
C -0.033 -3.337 -3.140
C 0.420 -4.107 -1.878
N 1.839 -3.770 -1.473
O 2.308 -4.299 -0.288
C -0.394 -3.391 -0.904
C -0.001 -5.644 -1.837
C 4.147 -3.143 -2.091
H 2.450 -5.919 -3.290
H 3.361 -5.941 -1.834
H 4.147 -5.380 -3.238
H 2.323 -2.175 -3.638
H 3.026 -3.227 -4.719
H 0.901 -4.738 -4.410
H 0.541 -3.234 -5.192
H -1.018 -3.738 -3.376
H -0.268 -2.274 -3.098
H -1.479 -3.493 -0.938
H -0.157 -3.817 0.071
H -0.336 -2.307 -0.810
H 0.827 -6.318 -2.061
H -0.268 -6.060 -0.865
H -0.790 -5.865 -2.556
H 4.623 -3.574 -1.210
H 3.743 -2.197 -1.730
H 4.744 -2.946 -2.981
H 2.363 -3.526 0.278
C -1.057 -1.472 6.114
C -0.473 -0.839 4.835
C 0.517 -1.809 4.088
C -0.235 -2.866 3.295
C -1.168 -2.262 2.246
C -2.274 -1.348 2.965
N -1.595 -0.409 3.933
O -2.565 0.453 4.517
C -2.795 -0.494 1.830
C -3.461 -2.136 3.544
C 0.292 0.435 5.362
H -2.044 -1.058 6.321
H -0.482 -1.062 6.945
H -1.217 -2.549 6.066
H 1.237 -1.299 3.448
H 0.990 -2.364 4.898
H -0.765 -3.496 4.009
H 0.321 -3.657 2.791
H -1.619 -3.177 1.861
H -0.605 -1.778 1.448
H -3.228 -1.109 1.042
H -3.564 0.172 2.219
H -1.994 0.148 1.463
H -4.293 -1.512 3.869
H -3.919 -2.730 2.752
H -3.083 -2.800 4.320
H -0.265 1.169 5.945
H 0.803 0.991 4.576
H 1.048 0.021 6.029
H -3.211 -0.128 4.925
C -0.330 5.269 -5.969
C 0.556 4.132 -5.412
O 1.881 4.586 -5.114
O -0.016 5.718 -7.270
H -0.328 6.125 -5.295
H -1.351 4.891 -6.014
H 0.629 3.257 -6.059
H 0.042 3.767 -4.523
H 2.331 3.825 -4.739
H 0.943 5.684 -7.254
C 2.581 3.319 1.642
O 2.991 3.412 0.499
N 1.469 2.722 1.871
N 3.172 3.947 2.647
H 1.035 2.337 1.045
H 1.012 2.594 2.763
H 3.676 4.811 2.507
H 2.733 3.902 3.555
C -1.637 3.913 3.807
O -1.149 3.794 4.896
N -1.357 4.881 2.949
N -2.451 3.085 3.237
H -0.509 5.358 3.217
H -1.632 4.915 1.977
H -2.905 3.279 2.356
H -2.510 2.178 3.679
C 2.351 -1.112 0.809
O 2.650 -2.193 1.311
N 2.851 -0.028 1.262
N 1.671 -0.892 -0.285
H 2.543 0.852 0.873
H 3.539 -0.078 1.999
H 1.643 0.081 -0.553
H 1.222 -1.607 -0.839
C -4.100 4.188 -2.827
O -4.968 4.199 -3.712
N -3.087 5.026 -2.905
N -3.995 3.367 -1.809
H -2.327 5.067 -2.241
H -3.083 5.553 -3.766
H -3.272 3.520 -1.121
H -4.802 2.809 -1.572
*
```

Calculated values
Maximum force   5.52 eV/Å
DFT total energy   -2440.4292 Eh

***

No. 4
A molecular structure, C27H67Cl2CoO10S6 in a non-equilibrium geometry, computed with ωB97M-V with the def2-TZVPD basis set.

```
! RIJCOSX wB97M-V def2-TZVPD def2/J DEFGRID3
* xyz 1 4
Co 2.024 -1.602 -2.754
C -0.632 0.968 -0.349
C -0.158 -0.450 -0.356
O 0.919 -0.673 -1.239
H 0.182 1.631 -0.057
H -1.419 1.077 0.397
H -1.038 1.279 -1.311
H -0.933 -1.151 -0.666
H -0.019 -0.809 0.664
C -2.584 -3.451 -2.383
S -4.226 -2.874 -1.777
O -4.064 -2.923 -0.279
C -4.069 -1.153 -2.373
H -2.344 -4.459 -2.045
H -1.851 -2.736 -2.007
H -2.514 -3.506 -3.470
H -5.012 -0.673 -2.114
H -3.932 -1.144 -3.455
H -3.191 -0.697 -1.915
C 2.047 -5.975 -1.235
S 0.845 -4.650 -1.759
O 1.695 -3.379 -1.917
C 0.071 -4.471 -0.028
H 2.692 -5.767 -0.382
H 2.758 -6.146 -2.043
H 1.488 -6.909 -1.168
H -0.606 -5.303 0.169
H -0.566 -3.587 -0.007
H 0.829 -4.316 0.740
C 2.619 2.793 -4.410
S 3.309 1.231 -3.724
O 2.215 0.193 -3.831
C 3.326 1.841 -1.952
H 3.348 3.572 -4.187
H 1.683 3.003 -3.893
H 2.339 2.725 -5.461
H 3.888 1.096 -1.388
H 2.279 1.847 -1.650
H 3.888 2.775 -1.939
C 2.148 3.164 2.383
S 3.576 2.775 1.315
O 4.808 3.342 2.004
C 3.597 0.948 1.506
H 1.146 2.854 2.088
H 2.191 4.229 2.610
H 2.338 2.634 3.316
H 2.650 0.460 1.273
H 3.895 0.792 2.543
H 4.331 0.478 0.851
C -4.096 0.285 1.369
S -5.299 1.505 0.731
O -4.986 1.907 -0.718
C -6.602 0.256 0.579
H -3.246 0.759 1.860
H -3.708 -0.310 0.542
H -4.552 -0.382 2.100
H -6.882 -0.269 1.492
H -6.297 -0.530 -0.112
H -7.451 0.761 0.120
C 0.005 -1.661 -6.459
S -0.765 -1.504 -4.764
O 0.391 -1.842 -3.775
C -0.864 0.347 -4.759
H -0.552 -1.140 -7.237
H 0.184 -2.680 -6.803
H 1.016 -1.255 -6.476
H -1.067 0.766 -3.774
H -1.625 0.570 -5.507
H 0.143 0.628 -5.068
C -2.385 -3.156 2.432
Cl -1.637 -4.709 2.828
Cl -2.584 -2.183 3.903
H -1.777 -2.620 1.703
H -3.356 -3.341 1.971
C 0.292 4.851 -0.466
C -1.235 4.548 -0.418
C -1.689 4.329 -1.880
O -0.641 4.935 -2.670
C 0.370 5.577 -1.791
H 0.898 3.946 -0.435
H 0.555 5.459 0.400
H -1.700 5.482 -0.101
H -1.551 3.773 0.281
H -2.718 4.623 -2.087
H -1.592 3.256 -2.045
H 0.123 6.635 -1.703
H 1.389 5.515 -2.172
C 0.373 1.135 5.541
C 0.203 0.430 4.218
C -0.903 1.324 3.660
O -0.438 2.626 4.015
C 0.134 2.612 5.277
H 1.409 0.959 5.830
H -0.331 0.783 6.295
H -0.051 -0.629 4.171
H 1.104 0.453 3.604
H -1.888 1.099 4.068
H -0.931 1.261 2.572
H -0.575 3.068 5.968
H 1.065 3.180 5.287
C 2.938 -1.946 3.767
C 2.064 -2.300 2.582
C 2.952 -2.711 1.468
O 4.253 -2.237 1.862
C 4.362 -2.236 3.314
H 2.653 -2.556 4.625
H 2.868 -0.915 4.113
H 1.429 -1.462 2.293
H 1.413 -3.149 2.789
H 2.772 -2.375 0.447
H 2.929 -3.798 1.395
H 5.023 -1.456 3.693
H 4.697 -3.189 3.724
*
```

Calculated values
Maximum force   3.46 eV/Å
DFT total energy   -6513.0998 Eh

***

Q: Which of these has the highest maximum force?
A: C27H65BeClN5O7

***

Q: Which of these has the highest maximum force?
A: C27H65BeClN5O7

***

Q: DFT total energy of number 3 (C27H67AgN10O9)?
A: -2440.4292 Eh